Density functional theory data (ωB97M-V/def2-TZVPD) for a cluster of 4 separate species, C24H60N4 in total in a non-equilibrium geometry.

## Properties
Energy, eV: -31817.544
SMILES: CCN(CC)CC.CCN(CC)CC.CCN(CC)CC.CCN(CC)CC
Highest occupied orbital energy, eV: -8.184
Energy above the lowest of the compared OMol25 structures with the same formula, charge and spin, kcal per mole: 69.9
LUMO level, eV: 0.6

Structure (ORCA input):
```
! RIJCOSX wB97M-V def2-TZVPD def2/J DEFGRID3
* xyz 0 1
C -10.610 -8.349 -10.724
C -11.662 -9.506 -10.763
N -12.011 -9.996 -9.394
C -13.408 -10.630 -9.404
C -13.444 -11.890 -10.334
C -11.098 -10.977 -8.760
C -11.041 -10.963 -7.236
H -10.740 -7.559 -11.463
H -9.599 -8.758 -10.703
H -10.744 -7.923 -9.729
H -12.511 -9.007 -11.230
H -11.297 -10.371 -11.316
H -13.795 -10.720 -8.389
H -14.201 -9.983 -9.777
H -12.876 -11.734 -11.252
H -12.963 -12.798 -9.969
H -14.463 -12.093 -10.662
H -10.124 -10.611 -9.085
H -11.160 -11.981 -9.181
H -11.942 -11.142 -6.649
H -10.828 -9.912 -7.040
H -10.237 -11.564 -6.810
C -19.347 -13.930 -5.546
C -17.945 -14.175 -6.001
N -17.217 -15.083 -5.196
C -15.960 -15.432 -5.875
C -16.105 -16.456 -7.014
C -17.015 -14.341 -3.959
C -16.613 -15.252 -2.849
H -19.953 -14.759 -5.178
H -19.972 -13.354 -6.228
H -19.415 -13.224 -4.718
H -17.943 -14.653 -6.981
H -17.369 -13.258 -6.128
H -15.349 -14.535 -5.973
H -15.419 -15.956 -5.088
H -16.594 -17.325 -6.574
H -16.702 -16.141 -7.870
H -15.175 -16.725 -7.515
H -17.817 -13.650 -3.699
H -16.165 -13.680 -4.131
H -15.768 -14.868 -2.278
H -16.276 -16.233 -3.182
H -17.330 -15.526 -2.076
C -20.018 -8.999 -11.971
C -21.147 -8.048 -11.617
N -22.388 -8.655 -11.040
C -23.487 -7.688 -10.982
C -24.854 -8.413 -10.734
C -22.174 -9.368 -9.802
C -21.337 -8.630 -8.739
H -19.703 -9.523 -11.069
H -19.211 -8.424 -12.426
H -20.452 -9.771 -12.607
H -20.777 -7.224 -11.007
H -21.355 -7.534 -12.555
H -23.280 -6.912 -10.245
H -23.454 -7.345 -12.016
H -25.009 -9.128 -11.542
H -25.061 -8.871 -9.767
H -25.624 -7.643 -10.692
H -21.489 -10.212 -9.887
H -23.112 -9.701 -9.356
H -21.553 -9.180 -7.823
H -21.680 -7.619 -8.519
H -20.260 -8.720 -8.883
C -2.747 -11.728 -2.979
C -2.352 -10.790 -4.183
N -3.156 -10.965 -5.378
C -4.625 -10.790 -5.282
C -5.217 -9.389 -4.917
C -2.531 -10.157 -6.420
C -3.326 -10.087 -7.747
H -2.200 -11.376 -2.105
H -2.530 -12.778 -3.177
H -3.771 -11.558 -2.648
H -2.455 -9.766 -3.824
H -1.301 -10.871 -4.460
H -5.069 -11.496 -4.579
H -4.955 -11.137 -6.261
H -6.255 -9.420 -4.586
H -5.196 -8.830 -5.853
H -4.681 -8.827 -4.152
H -2.508 -9.111 -6.115
H -1.493 -10.468 -6.535
H -3.457 -11.034 -8.270
H -4.356 -9.735 -7.696
H -2.809 -9.368 -8.383
*
```